(1)
Computed, not measured: a molecular structure, C36H24ClF10N8O7PS2Zr in a non-equilibrium geometry, with wB97M-V/def2-TZVPD.

Calculated values
- HOMO level (spin up / spin down) (eV) = -10.97 / -11.06
- max |F| (eV Å⁻¹) = 1.87
- multiplicity = 2
- expectation value of S² = 0.916
- charge = +1
- energy relative to the best compared isomer or geometry (same formula, charge and spin) (kJ/mol) = 266.0

XYZ file:
```
90
C36H24ClF10N8O7PS2Zr wB97M-V/def2-TZVPD
Zr -0.0970 0.4782 0.3678
O -5.2534 2.4023 2.6722
C -4.2903 2.8884 3.4375
O -4.5156 3.5358 4.4199
C -2.8667 2.6074 3.0328
C -1.7637 3.0913 3.7221
Cl -1.6986 4.1031 5.0655
N -0.6408 2.6727 3.0957
N -0.9580 1.9274 2.0229
C -2.2957 1.8815 1.9803
C -2.8975 1.2410 0.7659
O -4.0935 1.1978 0.5815
O -2.0061 0.8138 -0.0822
C 0.7075 3.0674 3.4234
C 1.2101 2.7889 4.6796
C 2.4903 3.2182 5.0014
C 3.2489 3.9138 4.0695
C 2.7268 4.1854 2.8091
C 1.4509 3.7626 2.4831
H -4.9192 1.9083 1.8890
H 0.6212 2.2355 5.4003
H 2.8901 3.0172 5.9863
H 4.2433 4.2559 4.3245
H 3.3144 4.7418 2.0904
H 1.0238 3.9848 1.5143
O -4.3740 -6.3667 -5.4996
C -3.7729 -5.1655 -5.5705
O -3.5134 -4.6782 -6.6312
C -3.4593 -4.4674 -4.2753
C -3.2204 -3.0961 -4.3449
C -2.9210 -2.3833 -3.2057
C -2.8603 -3.0285 -1.9530
S -2.5555 -2.1281 -0.5312
C -3.0671 -4.4209 -1.8999
C -3.3537 -5.1283 -3.0514
H -4.5537 -6.6349 -4.5916
H -3.2725 -2.6153 -5.3127
H -2.7398 -1.3169 -3.2532
H -2.9980 -4.9265 -0.9458
H -3.4700 -6.2045 -2.9850
F 0.2949 -0.8844 -1.3339
P 0.8599 0.2464 -2.4895
F 1.3531 1.1583 -1.0398
F 1.3388 1.4581 -3.3595
F 0.3316 -0.6178 -3.6653
F -0.5772 0.9454 -2.2287
F 2.2752 -0.4265 -2.4273
S -0.6553 3.5786 -0.4832
C -1.6895 3.6371 -1.8365
N -1.2968 3.6093 -3.1038
C -2.4189 3.5954 -4.0489
C -3.6395 3.7304 -3.1091
N -3.0117 3.7425 -1.7829
H -0.3298 3.5214 -3.3709
H -2.4336 2.6598 -4.6053
H -2.3408 4.4188 -4.7546
H -4.3231 2.8890 -3.1983
H -4.1955 4.6497 -3.2799
H -3.5309 3.7651 -0.9207
F 6.7670 0.2131 0.2290
C 5.8455 -0.7158 0.0071
C 6.2130 -1.8699 -0.5934
F 7.4826 -2.0331 -0.9165
C 5.2810 -2.9346 -0.8665
C 3.9131 -2.6428 -0.5200
C 3.5591 -1.4824 0.0626
F 2.2517 -1.2757 0.2998
C 4.4976 -0.4573 0.4163
C 4.1337 0.6993 1.1142
C 2.7772 0.9148 1.4504
N 1.6514 1.0435 1.6811
C 5.0260 1.7435 1.5188
N 5.6818 2.6145 1.8869
F 2.9665 -3.5269 -0.7902
C 5.6661 -4.1444 -1.4024
C 4.7647 -5.2499 -1.5622
N 4.0892 -6.1744 -1.6698
C 7.0004 -4.4290 -1.8421
N 8.0410 -4.7137 -2.2409
C -0.1863 -0.8483 3.8047
C -0.4402 -1.7845 2.6382
C -1.7635 -2.5026 2.8021
O -0.4136 -1.0502 1.3891
H -0.1697 -1.4233 4.7297
H -0.9904 -0.1102 3.8733
H 0.7672 -0.3292 3.7026
H 0.3560 -2.5270 2.5954
H -2.5905 -1.7892 2.7582
H -1.7805 -3.0120 3.7659
H -1.9073 -3.2382 2.0147
```



(2)
Computed, not measured: a molecular structure, C36H24F3N5O4PdSb, with wB97M-V/def2-TZVPD.

Calculated values
- HOMO level (eV) = -5.00
- max |F| (eV Å⁻¹) = 0.67
- charge = -1
- energy relative to the best compared isomer or geometry (same formula, charge and spin) (kJ/mol) = 72.2

XYZ file:
```
74
C36H24F3N5O4PdSb wB97M-V/def2-TZVPD
Pd -0.4186 0.7851 0.7548
O -4.3408 4.1099 2.3290
C -4.0035 4.5873 1.1191
C -4.6820 5.7178 0.6612
C -4.3836 6.2640 -0.5709
C -3.4017 5.6963 -1.3784
C -2.7269 4.5783 -0.9285
C -3.0080 4.0092 0.3131
C -2.2430 2.8117 0.7331
O -1.3315 2.3730 -0.0633
N -2.5350 2.2712 1.8905
N -1.7558 1.1497 2.1227
C -2.0042 0.4172 3.1378
C -1.2802 -0.7758 3.5092
C -1.7826 -1.5035 4.5981
C -1.1849 -2.6594 5.0436
C -0.0348 -3.1099 4.3881
C 0.4854 -2.4152 3.3219
C -0.1197 -1.2351 2.8419
O 0.4564 -0.6346 1.8295
H -3.7779 3.3132 2.4958
H -5.4442 6.1451 1.2997
H -4.9232 7.1408 -0.9083
H -3.1714 6.1211 -2.3462
H -1.9623 4.1074 -1.5317
H -2.8382 0.7235 3.7628
H -2.6785 -1.1360 5.0859
H -1.5984 -3.2078 5.8790
H 0.4544 -4.0188 4.7179
H 1.3760 -2.7585 2.8098
F 7.2471 -2.8056 1.0195
C 5.9831 -2.5281 0.6240
C 4.9849 -3.4360 0.9020
C 3.6910 -3.1337 0.4918
C 3.3960 -1.9534 -0.1862
C 4.4419 -1.0658 -0.4423
C 5.7416 -1.3427 -0.0420
Sb 1.3468 -1.6236 -0.7820
C 1.7735 -1.6513 -2.9066
C 0.6950 -1.5216 -3.7849
C 0.8738 -1.5647 -5.1616
C 2.1486 -1.7549 -5.6508
F 2.3364 -1.8018 -6.9917
C 3.2405 -1.9079 -4.8232
C 3.0407 -1.8559 -3.4489
C 1.5273 0.5504 -0.6555
C 2.2438 1.1764 0.3800
C 2.5287 2.5344 0.3454
C 2.0646 3.2703 -0.7255
F 2.3326 4.5900 -0.7635
C 1.3213 2.7150 -1.7469
C 1.0540 1.3569 -1.7023
H 5.2200 -4.3506 1.4297
H 2.8981 -3.8416 0.7111
H 4.2459 -0.1374 -0.9669
H 6.5583 -0.6601 -0.2372
H -0.3063 -1.3792 -3.3958
H 0.0415 -1.4623 -5.8452
H 4.2218 -2.0665 -5.2511
H 3.8983 -1.9827 -2.7999
H 2.5947 0.5840 1.2157
H 3.0804 3.0219 1.1376
H 0.9459 3.3418 -2.5440
H 0.4532 0.9160 -2.4858
N -4.3403 -3.4015 0.9512
C -3.5868 -2.3136 0.5644
O -3.5042 -1.3250 1.2899
C -2.9413 -2.4144 -0.7268
C -3.0303 -3.5836 -1.5074
N -3.0998 -4.5720 -2.1074
C -2.1672 -1.3412 -1.1707
N -1.5147 -0.4462 -1.5243
H -4.2285 -4.2799 0.4744
H -4.5935 -3.4197 1.9229
```



(3)
Computed, not measured: a molecular structure, C36H25Cl2N4O2RuSe in a non-equilibrium geometry, with wB97M-V/def2-TZVPD.

Calculated values
- HOMO level (eV) = -10.85
- max |F| (eV Å⁻¹) = 1.99
- charge = +1
- energy relative to the best compared isomer or geometry (same formula, charge and spin) (kJ/mol) = 146.4

XYZ file:
```
71
C36H25Cl2N4O2RuSe wB97M-V/def2-TZVPD
Ru -1.0805 -0.4932 -0.3111
Se -2.2546 -3.7576 0.1793
N -1.4358 -2.6050 -0.9244
C -0.6619 -3.3410 -1.7223
C 0.1322 -2.8368 -2.8032
C 0.8411 -3.7173 -3.5393
C 0.8330 -5.1340 -3.2723
C 0.0913 -5.6611 -2.2796
C -0.6974 -4.7714 -1.4748
N -1.4789 -5.1738 -0.4936
H 0.1578 -1.7807 -3.0016
H 1.4405 -3.3508 -4.3645
H 1.4353 -5.7852 -3.8935
H 0.0667 -6.7235 -2.0756
Cl 4.9394 -0.3713 2.9380
C 3.6547 -1.5050 3.1399
C 3.8726 -2.6934 3.8084
C 2.8229 -3.5867 3.9669
C 1.5684 -3.3059 3.4515
C 1.3706 -2.1202 2.7717
Cl -0.1927 -1.8373 2.0471
C 2.4011 -1.1977 2.6232
N 2.2214 -0.0317 1.8286
C 1.2725 0.8379 1.9498
C 0.5247 0.9798 3.1690
C -0.3348 1.9928 3.2615
C -0.5781 2.9603 2.1782
C -1.1287 2.5010 0.7805
C 0.8757 1.6245 0.7507
C 1.7930 1.4717 -0.4458
C 1.9649 -0.0039 -0.8548
O 3.1066 -0.4410 -0.9486
O 0.8875 -0.6797 -1.0064
H 4.8570 -2.9118 4.1988
H 2.9897 -4.5225 4.4849
H 0.7491 -4.0058 3.5587
H 2.8980 0.0761 1.0628
H 0.7223 0.3286 4.0110
H -0.8622 2.1440 4.1980
H -1.0711 3.8845 2.4463
H -2.0375 2.9964 0.4657
H 2.7784 1.8904 -0.2339
H 1.3760 2.0188 -1.2923
C -0.6024 1.2034 0.3828
C 0.2984 3.0489 0.9995
C 0.8691 4.3101 0.4610
C 0.5541 4.7337 -0.8254
C 1.0853 5.9168 -1.3189
C 1.9410 6.6749 -0.5309
C 2.2660 6.2519 0.7517
C 1.7264 5.0747 1.2495
H -0.1128 4.1364 -1.4390
H 0.8265 6.2512 -2.3160
H 2.3488 7.6025 -0.9136
H 2.9365 6.8409 1.3649
H 1.9665 4.7480 2.2571
C -2.9547 -0.1465 0.6119
C -3.4566 -0.3429 -0.7383
C -2.9238 0.4432 -1.7674
C -3.2527 0.1771 -3.1066
C -4.1450 -0.8230 -3.3994
C -4.7371 -1.5795 -2.3611
C -4.3798 -1.3628 -1.0614
C -4.4988 -1.0859 -4.7781
N -4.7750 -1.2923 -5.8750
H -3.3524 -0.8210 1.3650
H -2.9993 0.8767 0.9677
H -2.3115 1.3012 -1.5254
H -2.8390 0.7755 -3.9080
H -5.4725 -2.3348 -2.6099
H -4.8357 -1.9399 -0.2698
```



(4)
Computed, not measured: 18 unconnected molecules or ions with the total composition C36H26Cl69F6O5 in a non-equilibrium geometry, with wB97M-V/def2-TZVPD.

Calculated values
- HOMO level (eV) = -3.27
- max |F| (eV Å⁻¹) = 4.43
- charge = -1

XYZ file:
```
142
C36H26Cl69F6O5 wB97M-V/def2-TZVPD
C 8.5049 -2.1366 0.7708
C 7.5306 -0.9824 0.4219
O 7.7590 0.0708 0.8721
O 6.4989 -1.2351 -0.3783
C 5.5232 -0.1692 -0.2998
C 4.2282 -0.5217 -1.0592
C 3.9915 0.5338 -2.1786
C 3.6126 1.9364 -1.6052
C 2.1975 2.3890 -2.0115
C 1.0836 1.6672 -1.2065
C 0.7280 0.2965 -1.8937
C -0.7995 0.0213 -1.7340
C -1.1476 -1.3972 -1.1448
C -0.4678 -1.4840 0.2578
C -1.0464 -0.3585 1.1841
C -0.5820 -0.6979 2.6200
Cl -2.8286 -0.2301 1.0765
C -0.6134 -2.3365 -2.1350
O -1.2276 -2.5031 -3.1558
C 0.7161 -3.1405 -2.0913
F 1.3768 -2.8373 -3.2324
F 1.5826 -2.8594 -1.0846
C 0.5938 -4.6986 -2.1200
F 1.7960 -5.1444 -2.5849
F -0.3041 -5.1458 -2.9567
C 0.4253 -5.3564 -0.7203
F -0.2506 -6.4983 -0.8977
F -0.2922 -4.6352 0.1314
C 1.7823 -5.7131 -0.0471
O 2.3590 -6.6882 -0.2411
O 2.2562 -4.7915 0.8253
H 8.9388 -2.5347 -0.1443
H 7.8948 -2.9234 1.2372
H 9.2619 -1.7610 1.4530
H 5.9559 0.7449 -0.7197
H 5.2889 0.0333 0.7456
H 4.2595 -1.5304 -1.4837
H 3.3848 -0.4815 -0.3584
H 3.2102 0.1791 -2.8595
H 4.9151 0.5667 -2.7740
H 3.7523 1.9376 -0.5153
H 4.3209 2.6690 -2.0236
H 2.0533 2.2350 -3.0866
H 2.0985 3.4736 -1.8399
H 0.2052 2.3222 -1.2112
H 1.3659 1.4737 -0.1618
H 0.9649 0.3910 -2.9618
H 1.3718 -0.4947 -1.5018
H -1.2248 0.0012 -2.7490
H -1.3433 0.8225 -1.2177
H -0.7891 -2.4228 0.7246
H 0.6225 -1.3176 0.2713
H -0.5235 0.5564 0.8926
H -1.2132 -1.4616 3.0853
H -0.5935 0.1873 3.2726
H 0.4620 -1.0331 2.5832
H 2.8818 -4.2147 0.3743
C 1.6105 -8.1203 -5.0517
Cl 1.7697 -8.1380 -3.2937
Cl 2.6767 -9.3519 -5.7543
Cl -0.0659 -8.4735 -5.4950
Cl 2.0597 -6.5289 -5.6762
C -6.6565 -0.4355 2.6867
Cl -7.8761 0.4576 3.6146
Cl -5.8104 0.6852 1.5987
Cl -5.4796 -1.1539 3.7907
Cl -7.4502 -1.7206 1.7737
C -5.1400 4.6589 0.8780
Cl -3.7729 3.7338 0.2484
Cl -6.5575 4.3896 -0.1502
Cl -5.4957 4.1165 2.5209
Cl -4.7420 6.3846 0.8907
C -0.1434 -10.6037 -0.9415
Cl -1.3322 -10.1031 -2.1506
Cl 0.9108 -9.2443 -0.5589
Cl -0.9824 -11.1367 0.5253
Cl 0.8236 -11.9421 -1.5853
C -7.2659 -1.1246 -2.6282
Cl -8.7240 -2.1275 -2.4961
Cl -5.8709 -2.1481 -2.9675
Cl -7.4758 0.0466 -3.9422
Cl -7.0046 -0.2660 -1.1069
C -2.8895 7.2149 -2.7312
Cl -4.1791 6.1056 -2.2643
Cl -3.2674 8.8401 -2.1242
Cl -1.3591 6.6713 -2.0334
Cl -2.7507 7.2530 -4.4944
C 5.4081 3.5053 1.8529
Cl 6.2130 3.3742 3.4210
Cl 4.6092 5.0797 1.7248
Cl 6.6009 3.3421 0.5608
Cl 4.1978 2.2217 1.7114
C -1.8701 12.4067 -0.0806
Cl -2.1694 12.1247 1.6392
Cl -0.5237 11.3964 -0.6190
Cl -3.3203 11.9949 -1.0058
Cl -1.4714 14.1109 -0.3390
C -4.5713 -3.2126 7.0897
Cl -4.0422 -3.8147 8.6680
Cl -3.1673 -3.0030 6.0364
Cl -5.6874 -4.3735 6.3593
Cl -5.3892 -1.6586 7.2937
C -5.8766 9.9902 -6.2542
Cl -5.0179 9.9181 -4.7125
Cl -6.7274 11.5375 -6.3900
Cl -4.7192 9.8364 -7.5843
Cl -7.0417 8.6645 -6.3326
C 4.5257 0.8992 6.3051
Cl 4.9761 2.6018 6.5005
Cl 5.1158 -0.0269 7.6936
Cl 2.7659 0.7641 6.2110
Cl 5.2457 0.2586 4.8239
C 10.2437 -1.0978 -2.9559
Cl 11.3094 -2.3061 -2.2303
Cl 9.0234 -0.6271 -1.7712
Cl 11.2014 0.3100 -3.4431
Cl 9.4356 -1.7896 -4.3792
C -2.6908 -5.1019 12.3070
Cl -2.1640 -5.7035 13.8845
Cl -1.2825 -4.8934 11.2556
Cl -3.8083 -6.2648 11.5772
Cl -3.5097 -3.5459 12.5142
C -9.8967 5.7234 -5.5152
Cl -9.0191 5.6926 -3.9812
Cl -10.7770 7.2516 -5.6610
Cl -8.7487 5.5790 -6.8537
Cl -11.0393 4.3746 -5.5706
C 2.2424 -5.4563 12.9558
Cl 1.7250 -3.8643 12.3814
Cl 4.0027 -5.4727 13.1328
Cl 1.4924 -5.7920 14.5221
Cl 1.7590 -6.6963 11.7920
C -10.2457 9.7374 -8.7460
Cl -11.6380 8.6811 -9.0213
Cl -10.3594 11.1509 -9.8048
Cl -10.2296 10.2700 -7.0592
Cl -8.7592 8.8499 -9.0991
C 8.9568 -5.5148 -1.5664
Cl 7.3792 -6.3079 -1.4823
Cl 10.1913 -6.6924 -2.0446
Cl 8.8988 -4.2056 -2.7538
Cl 9.3632 -4.8375 0.0165
```



(5)
Computed, not measured: a molecular structure, C36H27BrCeI2N4O6 in a non-equilibrium geometry, with wB97M-V/def2-TZVPD.

Calculated values
- HOMO level (spin up / spin down) (eV) = -4.83 / -4.85
- max |F| (eV Å⁻¹) = 1.18
- multiplicity = 2
- expectation value of S² = 0.751
- charge = -1
- energy relative to the best compared isomer or geometry (same formula, charge and spin) (kJ/mol) = 19.1

XYZ file:
```
77
C36H27BrCeI2N4O6 wB97M-V/def2-TZVPD
Ce -0.3202 -0.3849 0.2183
I -5.6629 -6.2929 -1.5310
C -4.0719 -4.9255 -1.2936
C -3.0107 -4.9613 -2.1800
C -1.9842 -4.0609 -1.9962
I -0.3931 -4.0122 -3.3697
C -1.9162 -3.1249 -0.9303
O -0.8801 -2.3726 -0.7737
C -3.0686 -3.0889 -0.0900
C -3.1590 -2.1633 1.1048
N -2.8276 -0.7532 0.8596
C -3.8481 0.0159 0.1627
C -3.6043 0.0863 -1.3289
C -4.5827 0.5826 -2.1833
C -4.3311 0.6171 -3.5426
C -3.1254 0.1169 -4.0098
C -2.2131 -0.3577 -3.0842
N -2.4287 -0.3454 -1.7714
C -4.1044 -3.9921 -0.2738
H -2.9937 -5.6677 -2.9977
H -2.4655 -2.5124 1.8728
H -4.1790 -2.2441 1.5031
H -2.6385 -0.3350 1.7637
H -3.8481 1.0384 0.5493
H -4.8490 -0.4012 0.3350
H -5.5280 0.9329 -1.7871
H -5.0709 1.0153 -4.2255
H -2.8925 0.0899 -5.0654
H -1.2774 -0.7921 -3.4135
H -4.9501 -3.9609 0.4028
O -0.3992 4.0471 5.1597
C -0.4806 3.1473 4.1485
C -0.5508 3.5450 2.8157
C -0.6539 2.5691 1.8453
N -0.6888 1.2719 2.1436
C -0.5862 0.8885 3.4183
C -0.4882 1.7919 4.4573
C -0.6076 -0.6409 3.6312
O -0.6891 -1.0504 4.7831
O -0.5831 -1.2981 2.5440
C -0.7242 2.8889 0.3467
O -0.5396 4.0545 0.0043
O -0.9546 1.8763 -0.3864
H -0.4064 4.9339 4.7872
H -0.5210 4.5875 2.5206
H -0.4181 1.4320 5.4742
C 3.6500 5.0525 0.4058
C 3.0913 3.9409 -0.4362
C 3.2300 3.9203 -1.8178
C 2.6696 2.8895 -2.5545
C 1.9839 1.9200 -1.8490
Br 1.1495 0.4823 -2.7847
N 1.8459 1.8972 -0.5477
C 2.3932 2.8888 0.1439
H 4.3565 5.6533 -0.1655
H 4.1590 4.6521 1.2832
H 2.8463 5.7052 0.7538
H 3.7696 4.7137 -2.3215
H 2.7581 2.8339 -3.6297
H 2.2656 2.8380 1.2213
C 4.6841 -3.3553 -1.5753
C 3.3166 -3.2355 -1.8920
C 2.5139 -2.4034 -1.1622
C 3.0098 -1.6382 -0.0715
C 2.1326 -0.7559 0.6618
C 2.7234 -0.1616 1.7668
C 4.0625 -0.3703 2.1563
C 4.8924 -1.1526 1.4068
C 4.3854 -1.8091 0.2647
C 5.2009 -2.6622 -0.5191
H 5.3154 -4.0146 -2.1602
H 2.9020 -3.8119 -2.7104
H 1.4593 -2.3418 -1.3947
H 2.1375 0.4989 2.4102
H 4.4349 0.1038 3.0595
H 5.9291 -1.3011 1.6919
H 6.2481 -2.7676 -0.2519
```